(1)
Entry from the Open Molecules 2025 dataset: a 2-piece molecular cluster, F3NOS2 overall (wB97M-V/def2-TZVPD).

```
7
Properties=species:S:1:pos:R:3:forces:R:3
N -0.9053 -1.5836 -0.8764 -0.2 0.0 0.3
O 0.3861 0.7875 -0.0806 1.0 0.8 0.0
F 1.0638 -2.4087 -2.3744 -0.2 0.9 1.2
F -0.4619 0.5837 2.2195 -0.1 0.6 -1.5
F 0.0097 2.7145 1.3835 -0.3 -1.0 -0.6
S 0.5060 -1.4331 -1.0295 0.3 -2.1 -2.0
S -0.5985 1.3396 0.7580 -0.5 0.8 2.7
```
Positions in Å, forces in eV/Å.

## Properties
**Electronic energy**: -33358.3777 eV
**ΔE to the lowest compared entry with this formula, charge and spin**: 6.8 kcal per mole

---

(2)
Entry from the Open Molecules 2025 dataset: a 2-piece molecular cluster, C5H14 overall (wB97M-V/def2-TZVPD).

```
19
Properties=species:S:1:pos:R:3:forces:R:3
C -1.1254 -0.7569 -1.9475 1.0 0.7 0.5
C 0.0196 -1.2585 -1.0477 0.3 0.7 0.1
C 1.2019 -1.8155 -1.8349 -0.8 -0.3 -0.4
H -1.3407 -1.4977 -2.6874 -0.1 -0.5 -0.7
H -2.0427 -0.6272 -1.3825 -0.1 0.4 0.1
H -0.8116 0.1818 -2.4654 -0.5 -0.6 0.4
H 0.3803 -0.4490 -0.3484 -0.4 -0.8 -0.7
H -0.3186 -2.0773 -0.4309 -0.4 -0.2 0.4
H 1.7082 -1.0468 -2.3815 0.3 0.6 -0.5
H 1.9085 -2.2241 -1.1358 0.4 -0.5 0.1
H 0.8693 -2.5873 -2.5767 0.3 0.5 0.7
C -0.0517 1.3050 1.6190 -0.5 0.9 2.2
C -0.0346 2.1847 2.8904 -3.6 0.3 -0.4
H -0.8216 1.6649 0.9701 -0.4 0.0 -0.6
H 0.9032 1.4163 1.2023 1.3 -0.1 -1.1
H -0.2223 0.2868 1.9044 -0.1 -0.7 -0.1
H -0.0398 3.2417 2.6074 -0.1 -0.1 0.1
H -0.9743 2.0033 3.5539 1.5 0.3 -1.1
H 0.7924 2.0556 3.4912 1.9 -0.6 1.3
```
Positions in Å, forces in eV/Å.

## Properties
**Electronic energy**: -5411.6590 eV
**SMILES string**: CCC.CC
**ΔE to the lowest compared entry with this formula, charge and spin**: 9.0 kcal per mole

---

(3)
Entry from the Open Molecules 2025 dataset: one molecule with the formula C4H6O2 (wB97M-V/def2-TZVPD).

```
12
Properties=species:S:1:pos:R:3:forces:R:3
C 1.6368 0.6182 0.0255 0.0 0.2 -0.2
O 1.5988 -0.5204 0.8700 0.6 0.0 0.4
C 0.7862 -0.5360 -0.2837 -0.4 -0.1 -0.2
C -0.6450 -0.5879 0.1817 0.1 0.1 -0.1
C -1.7397 0.3603 -0.0709 0.0 0.2 0.1
O -1.7096 -0.9226 -0.6872 0.1 -0.1 -0.1
H 1.1546 1.5228 0.4040 0.2 -0.2 0.0
H 2.5916 0.7345 -0.4846 -0.2 0.2 -0.1
H 1.0913 -1.2496 -1.0517 -0.1 0.2 0.1
H -0.6282 -1.1069 1.1339 -0.4 -0.1 0.1
H -1.6491 1.2076 -0.7535 0.2 -0.2 0.2
H -2.4877 0.4801 0.7166 0.1 0.0 -0.2
```
Positions in Å, forces in eV/Å.

## Properties
**Electronic energy**: -8337.3345 eV
**SMILES string**: C1O[C@H]1[C@H]1CO1
**ΔE to the lowest compared entry with this formula, charge and spin**: 72.1 kcal per mole

---

(4)
Entry from the Open Molecules 2025 dataset: one molecule with the formula C17H21N3O5 (wB97M-V/def2-TZVPD).

```
46
Properties=species:S:1:pos:R:3:forces:R:3
C 7.3595 1.8469 -0.3119 0.0 0.0 0.0
O 7.1402 0.5271 -0.7522 0.1 -0.1 0.1
C 5.7925 0.1507 -0.8286 -0.3 -0.1 0.0
C 5.1364 -0.0692 0.5466 0.6 0.2 0.0
N 3.7542 -0.4940 0.3901 0.2 0.2 0.0
C 3.5117 -1.8576 0.3756 -0.3 -0.2 0.0
O 4.3826 -2.6836 0.5026 0.3 -0.2 0.0
N 2.1975 -2.2206 0.2126 -0.1 -0.4 0.0
C 1.1525 -1.3452 0.0593 -0.2 0.7 -0.1
C -0.1565 -1.7889 -0.1019 -0.1 0.1 0.0
C -1.1882 -0.8787 -0.2656 0.5 -0.1 0.2
C -2.5708 -1.4407 -0.4120 0.0 0.1 -0.2
O -2.8771 -2.5140 0.0738 0.0 -0.2 0.1
N -3.4156 -0.6948 -1.1516 -0.1 0.3 -0.1
C -4.8144 -1.0071 -1.3007 -0.4 0.2 0.1
C -5.6726 -0.0801 -0.4244 0.0 -0.6 -0.1
C -5.4151 -0.2646 1.0861 0.0 0.1 -0.1
C -4.7054 1.0273 1.4959 -0.1 0.1 -0.2
C -5.2323 2.0092 0.4508 0.0 0.2 0.4
O -5.3363 1.2663 -0.7459 0.1 -0.1 -0.2
C -0.9186 0.4930 -0.2427 -0.1 -0.1 0.0
C 0.3748 0.9364 -0.0773 0.2 -0.1 0.0
C 1.4223 0.0272 0.0668 -0.4 -0.2 0.0
C 2.7994 0.5026 0.2299 -0.1 0.0 0.0
O 3.1155 1.6732 0.2336 0.0 0.0 0.0
H 7.1579 1.9628 0.7581 0.0 0.0 0.0
H 6.7380 2.5573 -0.8687 0.0 0.0 0.0
H 8.4106 2.0583 -0.4998 0.0 0.1 0.0
H 5.7833 -0.7927 -1.3817 -0.1 0.1 0.0
H 5.2112 0.9041 -1.3824 0.0 -0.1 0.0
H 5.6761 -0.8451 1.0911 -0.1 0.1 -0.1
H 5.1277 0.8638 1.1133 0.0 -0.2 0.0
H 2.0145 -3.2156 0.2115 0.2 0.2 0.0
H -0.3874 -2.8435 -0.0977 0.0 -0.1 0.0
H -3.1435 0.2213 -1.4710 0.1 -0.1 0.1
H -5.0974 -0.8764 -2.3484 0.0 -0.1 0.1
H -4.9627 -2.0465 -1.0036 0.0 0.1 -0.1
H -6.7307 -0.2572 -0.6655 0.1 0.0 0.0
H -6.3604 -0.3670 1.6180 0.0 0.0 0.0
H -4.8113 -1.1480 1.2797 0.0 -0.1 0.0
H -3.6241 0.9167 1.4044 0.0 0.0 0.0
H -4.9416 1.3375 2.5106 0.0 0.0 0.1
H -6.2213 2.3891 0.7457 0.1 0.0 0.0
H -4.5705 2.8556 0.2600 -0.1 0.0 0.0
H -1.7159 1.2159 -0.3294 -0.1 0.1 0.0
H 0.6116 1.9890 -0.0530 0.0 0.1 0.0
```
Positions in Å, forces in eV/Å.

## Properties
**Electronic energy**: -32679.4131 eV
**SMILES string**: COCCn1c(=O)[nH]c2cc(C(=O)NC[C@H]3CCCO3)ccc2c1=O
**ΔE to the lowest compared entry with this formula, charge and spin**: 23.9 kcal per mole

---

(5)
Entry from the Open Molecules 2025 dataset: a 3-piece molecular cluster, C5H10O overall (wB97M-V/def2-TZVPD).

```
16
Properties=species:S:1:pos:R:3:forces:R:3
O -2.0147 0.1624 0.7035 -0.2 -0.2 0.1
C -1.1533 0.2096 -0.4209 0.3 0.1 -0.2
C -0.3327 -1.1054 -0.5702 0.1 -0.1 -0.1
C 0.8757 -0.8128 0.3171 -0.1 0.1 0.1
C 1.1553 0.5998 0.2274 0.1 0.0 -0.1
C -0.1350 1.3414 -0.1505 0.0 0.0 0.1
H -2.6464 -0.5543 0.5681 0.1 0.1 0.1
H -1.7372 0.4121 -1.3329 0.2 -0.1 0.2
H -0.9322 -1.9781 -0.2804 0.2 0.2 0.0
H -0.0320 -1.2357 -1.6130 -0.1 0.0 0.0
H 2.3599 -0.8150 0.7636 -0.3 0.2 -0.3
H 0.8188 -1.2782 1.2791 -0.1 -0.1 0.3
H 2.2906 0.1717 1.1995 -0.5 0.0 -0.3
H 2.0183 0.9322 -0.3214 0.2 0.0 -0.1
H -0.5241 1.9620 0.6610 0.0 -0.1 -0.1
H -0.0107 1.9883 -1.0299 0.1 -0.2 0.2
```
Positions in Å, forces in eV/Å.

## Properties
**Electronic energy**: -7389.2882 eV
**ΔE to the lowest compared entry with this formula, charge and spin**: 126.3 kcal per mole

---

(6)
Entry from the Open Molecules 2025 dataset: C36H42Br4N6O11Sr as an isolated structure (wB97M-V/def2-TZVPD).

```
100
Properties=species:S:1:pos:R:3:forces:R:3
N -2.8087 2.3084 -1.6891 -0.4 -0.3 -0.6
H -2.1599 1.8242 -0.9403 0.7 0.2 0.3
H -3.7287 2.5721 -1.3384 0.0 -0.2 -0.1
H -2.9145 1.7098 -2.5429 0.0 0.4 0.6
H -2.2944 3.1368 -1.9841 -0.1 -0.1 -0.3
Sr -0.0917 3.9622 0.4067 0.4 -2.3 0.4
C 0.5736 0.2109 -1.4572 0.1 -1.2 0.4
C -0.3930 0.3825 -0.2999 -0.1 -0.2 0.1
O -0.8938 1.6774 -0.0997 -0.5 1.5 0.0
H 0.7472 -0.8731 -1.5160 0.0 0.1 -0.1
H 1.5653 0.6303 -1.2885 -0.2 0.5 -0.2
H 0.1120 0.4553 -2.4126 0.2 0.4 0.0
H 0.0726 0.0207 0.6323 0.0 0.0 -0.1
H -1.2268 -0.3113 -0.5119 0.0 0.1 0.2
Br 3.7100 1.5519 4.0858 0.1 -0.1 0.0
C 3.5424 0.3941 2.5445 -0.3 0.2 -0.1
C 3.9950 1.0548 1.2614 -0.7 -0.6 0.9
Br 2.7639 2.4898 0.7115 0.1 0.4 -0.2
H 2.5019 0.0743 2.5071 0.1 0.3 -0.1
H 4.1099 -0.5251 2.7020 0.3 0.3 0.1
H 3.8745 0.3393 0.4537 0.5 0.1 -0.2
H 4.9634 1.5227 1.3729 0.1 0.0 -0.4
Br 3.6077 -1.9407 -1.1797 -0.2 -0.2 -0.2
C 5.4317 -2.0776 -1.8234 0.3 0.1 0.3
C 6.2731 -0.9810 -1.2263 -0.4 0.1 -0.3
Br 5.6430 0.7836 -1.7688 0.2 0.1 -0.1
H 5.3786 -2.0632 -2.9044 0.1 0.0 -0.1
H 5.8535 -3.0143 -1.4622 -0.3 -0.2 -0.1
H 7.3001 -1.0694 -1.5648 0.1 0.1 0.1
H 6.1817 -1.0033 -0.1469 0.3 0.0 0.1
C 1.0971 -2.1628 3.3292 0.6 0.1 0.2
C 1.8739 -2.2069 2.1802 -0.4 -0.3 0.1
C 3.1235 -2.8000 2.2240 0.3 0.2 -0.3
C 3.6243 -3.2197 3.4374 -0.4 -0.2 -0.2
C 2.8897 -3.1549 4.5998 0.0 -0.5 0.3
C 1.6160 -2.6453 4.5324 -0.6 0.4 -0.2
N 4.9508 -3.8237 3.4689 0.3 -0.1 0.1
O 5.6428 -3.6772 2.4808 0.2 0.0 -0.1
O 5.2699 -4.4162 4.4724 0.1 0.0 0.0
H 0.1259 -1.6829 3.3455 0.9 -0.6 -0.5
H 1.4966 -1.7675 1.2623 0.0 -0.2 -0.1
H 3.7393 -2.8914 1.3382 -0.1 0.0 0.2
H 3.2703 -3.5866 5.5139 0.2 0.2 0.0
H 1.0056 -2.5956 5.4251 0.2 -0.1 0.0
C 3.9048 2.5265 -5.5849 0.0 -0.8 0.0
C 4.1191 2.8975 -4.2564 0.3 -0.4 -0.8
C 3.0472 3.1386 -3.4305 0.5 -0.1 0.5
C 1.7794 2.9005 -3.9291 -0.1 0.4 0.1
C 1.5434 2.5835 -5.2529 -0.3 -0.3 -0.2
C 2.6197 2.3556 -6.0835 -0.2 0.3 0.1
N 0.6540 3.0279 -3.0466 -0.2 0.3 -0.3
O -0.4578 2.7393 -3.4305 -0.1 0.0 0.0
O 0.8581 3.4519 -1.9083 0.0 0.6 0.6
H 4.7401 2.2322 -6.2093 0.1 0.3 0.0
H 5.1397 2.8604 -3.8998 -0.1 0.5 0.2
H 3.2197 3.4687 -2.4162 -0.2 -0.2 0.1
H 0.5347 2.5202 -5.6344 0.0 -0.2 0.1
H 2.3997 2.0372 -7.0921 0.3 0.1 -0.1
C -4.1926 0.8929 -4.2843 0.0 0.1 0.7
C -4.8877 0.1145 -3.3612 -0.4 0.4 -0.9
C -4.2723 -0.9697 -2.7722 -0.8 0.1 0.1
C -2.9319 -1.1679 -3.0008 -0.3 -0.4 0.0
C -2.1954 -0.3785 -3.8446 0.5 0.2 -0.3
C -2.8407 0.6514 -4.4934 -0.2 0.7 -0.7
N -2.3038 -2.3240 -2.3714 0.3 0.2 0.2
O -1.0902 -2.3508 -2.3770 0.1 -0.3 0.0
O -3.0347 -3.1303 -1.8507 0.1 -0.4 0.1
H -4.7046 1.7205 -4.7576 0.1 -0.1 -0.2
H -5.9451 0.3199 -3.2423 0.0 -0.2 0.3
H -4.8781 -1.6511 -2.1954 0.3 -0.1 0.2
H -1.1486 -0.5735 -4.0289 0.0 -0.1 0.1
H -2.3195 1.2795 -5.2067 0.2 -0.1 0.1
C -1.0832 -1.2175 5.2403 -0.1 0.1 -0.3
C -1.3870 -0.7901 3.9471 -0.4 0.5 0.7
C -0.9526 0.4587 3.5361 -0.1 0.1 -0.8
C -0.1620 1.2178 4.3776 -0.6 -0.2 0.5
C 0.1308 0.8081 5.6692 0.9 0.4 -0.1
C -0.3107 -0.4216 6.0770 -0.8 -0.5 0.5
N 0.2493 2.5425 3.9681 0.3 0.0 -0.1
O 0.7547 3.2791 4.7587 0.1 0.2 0.1
O 0.0641 2.8451 2.7798 -0.3 0.5 -0.8
H -1.3477 -2.2160 5.5636 -0.2 0.1 0.0
H -1.8783 -1.4489 3.2436 -0.3 0.1 0.1
H -1.1496 0.8230 2.5308 -0.1 -0.1 0.1
H 0.7897 1.3965 6.2922 -0.2 0.1 0.1
H -0.1314 -0.7704 7.0851 0.3 0.1 0.0
C -4.0210 -0.4451 0.8823 0.1 0.0 -1.1
C -4.5031 -1.7104 0.5671 0.1 -0.1 0.5
C -5.8569 -1.9457 0.4063 -0.2 -0.2 0.2
C -6.7252 -0.8794 0.5479 0.5 0.0 0.2
C -6.2595 0.3808 0.8509 -0.4 1.0 -0.4
C -4.9054 0.6381 0.9361 0.6 -0.7 0.4
N -8.1742 -1.0638 0.3745 0.0 0.0 0.0
O -8.5525 -2.1924 0.1802 -0.2 -0.3 -0.1
O -8.8768 -0.0782 0.4204 0.0 0.1 0.0
H -2.9373 -0.3503 0.8699 -0.1 0.4 0.4
H -3.8115 -2.5358 0.4657 0.0 0.0 0.0
H -6.2173 -2.9483 0.2226 -0.1 0.1 -0.1
H -6.9716 1.1924 0.9431 0.0 -0.1 0.0
H -4.5460 1.6476 1.0939 0.0 0.0 0.2
```
Positions in Å, forces in eV/Å.

## Properties
**Electronic energy**: -350456.4654 eV
**Charge**: +2
**ΔE to the lowest compared entry with this formula, charge and spin**: 0.0 kcal per mole

---

(7)
Entry from the Open Molecules 2025 dataset: one molecule with the formula C2H6N4 (wB97M-V/def2-TZVPD).

```
12
Properties=species:S:1:pos:R:3:forces:R:3
H -3.2070 1.0732 -0.2140 1.5 -0.4 0.6
N -2.1948 0.8986 0.0263 -1.2 -0.9 -0.6
C -1.9295 -0.3681 -0.0391 -2.5 0.8 -0.7
N -0.6765 -0.8267 0.0026 2.5 -0.8 0.5
C 0.4588 0.0635 -0.0002 -0.7 -1.4 0.0
N 1.6190 -0.4404 -0.0223 -1.1 -0.2 0.3
N 2.7166 0.3441 -0.1438 2.2 0.8 0.8
H -2.7223 -1.1736 -0.2485 1.2 1.0 0.5
H -0.4749 -1.8307 0.1369 -0.3 1.1 -0.3
H 0.1543 1.0902 -0.0128 0.1 0.6 -0.1
H 3.5379 -0.1479 0.2719 -1.1 0.5 -0.6
H 2.7185 1.3178 0.2430 -0.6 -1.1 -0.4
```
Positions in Å, forces in eV/Å.

## Properties
**Electronic energy**: -8130.1914 eV
**SMILES string**: [H]/N=C/N/C=N/N
**ΔE to the lowest compared entry with this formula, charge and spin**: 43.8 kcal per mole

---

Number 1: gap between HOMO and LUMO 0.378 hartree. Number 2: gap between HOMO and LUMO 0.457 hartree. Number 3: gap between HOMO and LUMO 0.421 hartree. Number 4: gap between HOMO and LUMO 0.330 hartree. Number 5: gap between HOMO and LUMO 0.359 hartree. Number 6: gap between HOMO and LUMO 0.261 hartree. Number 7: gap between HOMO and LUMO 0.339 hartree.